(1)
Molecular formula: C4H10O
Method: DFT, the ωB97M-V functional and the def2-TZVPD basis

Calculated values
SMILES string = COC(C)C
HOMO-LUMO gap = 10.940 eV
relative energy (zero: lowest compared OMol25 entry of this formula, charge and spin) = 54.44 kJ/mol
multiplicity = 1

Structure (XYZ):
```
15
Properties=species:S:1:pos:R:3:lowdin_charge:R:1
C 2.01823 -0.23343 0.01569 -0.12
C -0.33318 -0.13564 0.26952 -0.48
C -1.52127 -1.01892 -0.07751 -0.06
C -0.58203 1.31973 -0.16433 -0.05
H 2.22937 0.81723 -0.27002 0.09
H 2.77306 -0.87611 -0.44998 0.09
H 2.12294 -0.32063 1.10954 0.09
H -0.14723 -0.17151 1.35585 0.14
H -2.42025 -0.69070 0.45477 0.08
H -1.30136 -2.05848 0.17986 0.08
H -1.71680 -0.98017 -1.15995 0.09
H 0.30175 1.92681 0.06556 0.07
H -0.75570 1.36362 -1.25258 0.09
H -1.43955 1.76047 0.34186 0.08
O 0.77203 -0.70228 -0.41829 -0.18
```

---

(2)
Molecular formula: C4H10O
Method: DFT, the ωB97M-V functional and the def2-TZVPD basis

Calculated values
SMILES string = C=C(C)C.O
HOMO-LUMO gap = 10.171 eV
relative energy (zero: lowest compared OMol25 entry of this formula, charge and spin) = 84.07 kJ/mol
multiplicity = 1

Structure (XYZ):
```
15
Properties=species:S:1:pos:R:3:lowdin_charge:R:1
C -1.61909 0.63684 0.40287 -0.08
C -0.31198 1.21332 -0.07562 -0.43
C 0.38354 0.63518 -1.05070 0.02
C 0.05181 2.56718 0.47604 -0.07
H -1.55359 0.39964 1.46187 0.08
H -1.80414 -0.30625 -0.11634 0.07
H -2.46245 1.27906 0.16158 0.08
H 1.28106 1.08731 -1.45379 0.06
H -0.05888 -0.16057 -1.63374 0.05
H 0.74236 3.09393 -0.17262 0.07
H 0.44417 2.46758 1.48904 0.08
H -0.85217 3.17032 0.55647 0.07
H 2.36094 -4.73585 -0.18715 0.03
H 1.47329 -5.96569 -0.23657 0.03
O 1.92513 -5.38199 0.37867 -0.06
```

---

(3)
Molecular formula: C4H10O2
Method: DFT, the ωB97M-V functional and the def2-TZVPD basis

Calculated values
SMILES string = C[C@@H](O)CCO
HOMO-LUMO gap = 10.958 eV
relative energy (zero: lowest compared OMol25 entry of this formula, charge and spin) = 88.89 kJ/mol
multiplicity = 1

Structure (XYZ):
```
16
Properties=species:S:1:pos:R:3:lowdin_charge:R:1
C 1.89908 -0.25407 0.83882 -0.05
C 0.44688 -0.33408 0.41910 -0.49
O -0.39904 -0.38280 1.54211 -0.03
C -0.01634 0.77451 -0.52626 -0.13
C -1.49202 0.53218 -0.93839 -0.21
O -1.98257 -0.74458 -0.51168 -0.10
H 2.11941 -1.08526 1.51573 0.08
H 2.52594 -0.35532 -0.05339 0.08
H 2.14541 0.68553 1.34201 0.09
H 0.37104 -1.28890 -0.14654 0.13
H -1.27951 -0.57008 1.15478 0.07
H 0.63010 0.79450 -1.40871 0.11
H 0.08629 1.74671 -0.03018 0.12
H -1.61712 0.60425 -2.02617 0.11
H -2.15643 1.26254 -0.46789 0.12
H -1.28113 -1.38512 -0.70332 0.08
```

---

(4)
Molecular formula: C4H10O2
Method: DFT, the ωB97M-V functional and the def2-TZVPD basis

Calculated values
SMILES string = COC[C@@H](C)O
HOMO-LUMO gap = 10.917 eV
relative energy (zero: lowest compared OMol25 entry of this formula, charge and spin) = 122.60 kJ/mol
multiplicity = 1

Structure (XYZ):
```
16
Properties=species:S:1:pos:R:3:lowdin_charge:R:1
C -1.21661 1.64363 1.63841 -0.12
O -0.11365 1.17309 0.90730 -0.17
C -0.43460 0.13407 0.02418 -0.22
C 0.83728 -0.56419 -0.41339 -0.43
C 0.53645 -1.85404 -1.16604 -0.05
O 1.52927 0.35372 -1.24216 -0.03
H -2.02826 1.99235 0.98151 0.09
H -1.61769 0.86439 2.30713 0.09
H -0.86240 2.48197 2.24268 0.09
H -0.86267 0.54183 -0.93559 0.14
H -1.15336 -0.56250 0.48477 0.13
H 1.45974 -0.77582 0.46605 0.15
H 1.46729 -2.31705 -1.50428 0.08
H -0.07012 -1.63351 -2.05224 0.08
H -0.00635 -2.57252 -0.54120 0.08
H 0.81454 0.82693 -1.69763 0.09
```

---

(5)
Molecular formula: C4H10O2
Method: DFT, the ωB97M-V functional and the def2-TZVPD basis

Calculated values
SMILES string = CCOCCO
HOMO-LUMO gap = 10.831 eV
relative energy (zero: lowest compared OMol25 entry of this formula, charge and spin) = 178.35 kJ/mol
multiplicity = 1

Structure (XYZ):
```
16
Properties=species:S:1:pos:R:3:lowdin_charge:R:1
C 2.33516 0.11814 -0.79885 -0.07
C 0.81611 0.37631 -0.89800 -0.25
O -0.04410 -0.61951 -0.28448 -0.20
C -1.50968 -0.29076 -0.10452 -0.11
C -1.80908 -0.32666 1.41918 -0.25
O -0.59839 0.17633 1.91150 -0.10
H 2.71983 0.14449 0.22637 0.07
H 2.85849 0.92528 -1.34157 0.08
H 2.64903 -0.82418 -1.25893 0.07
H 0.55324 0.41930 -1.95852 0.11
H 0.61431 1.34833 -0.43319 0.12
H -2.00789 -1.05041 -0.69760 0.11
H -1.73735 0.72812 -0.44937 0.12
H -2.05354 -1.33710 1.80382 0.11
H -2.67933 0.29706 1.72329 0.12
H 0.00998 -0.22625 1.21245 0.05
```

---

(6)
Molecular formula: C4H10O2
Method: DFT, the ωB97M-V functional and the def2-TZVPD basis

Calculated values
HOMO-LUMO gap = 9.953 eV
relative energy (zero: lowest compared OMol25 entry of this formula, charge and spin) = 347.05 kJ/mol
multiplicity = 1

Structure (XYZ):
```
16
Properties=species:S:1:pos:R:3:lowdin_charge:R:1
C 0.88234 0.80373 -1.69298 0.00
C 0.72190 -0.27653 -0.92335 -0.25
C 1.37194 -0.35206 0.35882 -0.24
C 1.23301 -1.21288 1.37305 0.01
H 1.37761 1.67488 -1.27380 0.08
H 0.54027 0.90477 -2.69635 0.06
H 0.35655 -1.44448 -1.79175 0.24
H 2.12024 0.44417 0.47118 0.12
H 1.90473 -1.13408 2.22147 0.07
H 0.61293 -2.09119 1.28869 0.07
H -1.16356 0.01262 -0.96168 -0.04
H -2.52307 -0.25814 -1.70797 0.04
O -2.12064 0.20745 -0.97772 -0.07
H -0.42599 0.06519 1.82217 -0.02
H -1.62387 0.61261 1.01779 -0.01
O -1.15435 0.70088 1.84957 -0.06
```

---

Question: Among the records above, which one has the lowest HOMO-LUMO gap?
Answer: number 6